[1]
Formula: C45H121N17O18
Source: the Open Molecules 2025 dataset
Level of theory: ωB97M-V with the def2-TZVPD basis set

Geometry as XYZ:
```
201
Properties=species:S:1:pos:R:3:forces:R:3
C 5.110 -2.471 4.671 -0.9 0.6 0.7
O 3.866 -1.949 4.186 0.4 1.0 0.6
C 3.250 -2.640 3.157 1.1 -1.3 -0.5
C 3.878 -2.322 1.817 -0.1 -0.1 -2.0
C 3.923 -0.800 1.516 -0.2 -0.3 -0.7
N 3.145 -3.057 0.707 -0.9 0.8 0.3
H 4.888 -2.783 5.691 0.3 -0.2 0.2
H 5.803 -1.632 4.739 0.2 -0.2 -0.2
H 5.540 -3.321 4.140 -0.2 0.1 -0.4
H 3.491 -3.679 3.380 -0.7 -0.7 -0.4
H 2.172 -2.484 3.135 0.0 0.2 0.2
H 4.861 -2.762 1.650 0.6 0.5 1.3
H 4.637 -0.637 0.708 -0.1 0.1 -0.2
H 4.196 -0.074 2.282 0.2 -0.7 0.6
H 2.945 -0.446 1.188 -0.2 -0.2 -0.3
H 3.115 -4.062 0.809 0.1 -0.1 0.7
H 3.581 -2.953 -0.198 0.2 0.6 0.0
C -5.286 1.287 -0.907 -0.1 2.0 0.3
O -4.571 2.289 -0.145 0.8 -2.2 0.9
C -4.822 3.604 -0.452 -1.8 0.9 0.5
C -3.873 4.492 0.372 0.9 -1.2 -2.1
N -3.981 5.896 0.120 2.9 -0.3 0.0
C -5.126 6.528 0.541 -2.2 0.3 0.4
C -5.110 8.024 0.680 0.6 0.7 1.4
O -4.380 8.588 -0.341 1.5 1.0 -1.9
C -3.881 9.944 -0.315 -1.1 -0.5 0.9
H -4.824 1.391 -1.889 -0.3 -1.1 -0.3
H -6.337 1.575 -0.938 -0.2 0.2 -0.3
H -5.327 0.325 -0.396 1.0 0.0 -0.2
H -5.878 3.767 -0.238 -0.4 0.5 0.3
H -4.762 3.852 -1.512 0.6 -0.1 -0.4
H -2.953 4.098 -0.061 0.7 0.6 0.0
H -3.758 4.114 1.388 -0.8 0.6 0.5
H -3.446 6.347 -0.608 -0.1 -0.5 0.1
H -5.233 6.193 1.573 -1.1 -0.4 0.0
H -5.939 6.260 -0.134 -0.8 -0.2 0.3
H -4.690 8.186 1.673 0.7 0.6 0.2
H -6.100 8.472 0.770 -0.5 -0.3 -0.3
H -3.563 10.256 -1.310 -0.1 -0.4 0.0
H -3.073 10.114 0.396 0.3 -0.5 0.0
H -4.664 10.618 0.032 -0.3 0.1 -0.2
C -9.759 -7.204 -3.282 0.5 0.8 0.8
O -8.430 -6.945 -2.882 0.9 -0.3 0.9
C -8.325 -6.342 -1.559 -1.7 -0.4 -1.2
C -7.185 -6.880 -0.769 2.2 -0.4 1.8
N -7.090 -6.382 0.621 0.1 2.8 0.0
C -5.833 -6.392 1.413 -1.1 -1.0 -1.4
C -6.116 -5.983 2.805 -0.9 1.2 1.4
O -4.955 -5.863 3.591 1.0 -0.4 -2.3
C -5.106 -5.546 4.920 0.5 -0.8 0.7
H -9.737 -7.440 -4.346 -0.2 -0.4 0.3
H -10.336 -6.291 -3.136 -0.4 0.1 -0.2
H -10.152 -7.945 -2.586 -0.5 -0.5 -0.5
H -9.217 -6.538 -0.963 -0.5 -0.1 -0.2
H -8.348 -5.281 -1.807 0.7 0.3 0.8
H -6.273 -6.655 -1.321 0.3 0.0 0.3
H -7.155 -7.934 -0.493 -0.7 -0.8 -1.8
H -7.934 -6.481 1.166 0.2 -0.2 -0.1
H -5.042 -5.749 1.028 -0.1 -0.2 -0.5
H -5.568 -7.449 1.423 1.1 -0.1 0.2
H -6.886 -6.656 3.181 0.1 -0.5 0.7
H -6.573 -4.997 2.893 -0.5 0.3 -0.7
H -4.187 -5.094 5.293 0.1 0.2 -0.2
H -5.126 -6.535 5.378 -0.8 0.3 1.1
H -5.928 -4.862 5.129 -0.3 -0.2 0.1
C -0.480 -5.245 3.823 0.9 0.8 0.4
O 0.239 -6.440 3.881 0.0 -1.9 -0.9
C 0.667 -6.907 2.587 1.9 0.5 -0.1
C 1.560 -8.268 2.489 0.3 0.9 1.3
N 2.918 -8.271 3.176 -2.0 2.8 1.9
C 2.889 -7.865 4.675 -0.6 -1.0 -2.1
C 4.302 -7.899 5.128 1.5 0.2 0.0
O 4.529 -7.691 6.503 0.4 1.8 1.4
C 4.669 -6.279 6.923 -1.0 -0.4 -0.7
H -0.808 -5.053 4.844 -0.5 -0.1 -0.2
H -1.263 -5.163 3.068 -0.4 -0.5 0.1
H 0.220 -4.439 3.600 0.2 0.4 -0.2
H 1.260 -6.102 2.152 0.8 0.2 0.1
H -0.133 -6.864 1.848 -0.7 -1.0 0.3
H 1.726 -8.421 1.422 -0.1 0.0 0.0
H 0.926 -9.060 2.887 0.0 -0.3 -0.1
H 3.710 -8.866 2.979 -0.8 -0.3 -0.5
H 2.265 -8.575 5.216 0.0 -0.1 0.3
H 2.463 -6.877 4.850 -0.1 0.0 -0.5
H 4.893 -7.197 4.540 0.0 0.4 -0.1
H 4.777 -8.852 4.895 -0.2 -0.4 0.1
H 5.645 -5.802 7.005 0.7 -1.0 -0.5
H 4.242 -6.083 7.907 -0.3 -0.7 0.0
H 4.120 -5.649 6.223 -0.2 0.0 -0.1
C 1.870 0.442 -4.249 0.5 -0.4 -1.2
O 2.636 -0.482 -5.117 -1.3 0.6 1.6
C 3.988 -0.182 -5.330 0.1 -0.7 -0.4
C 4.195 1.049 -6.237 0.1 -2.2 0.8
N 3.517 0.765 -7.503 0.8 1.6 0.1
C 3.207 2.011 -8.231 1.3 -1.0 -0.3
C 2.940 1.676 -9.702 -1.3 0.4 0.4
O 1.782 0.899 -9.822 -0.7 0.0 3.3
C 1.479 0.417 -11.044 -0.1 0.7 -1.6
H 2.389 0.916 -3.415 0.7 -0.3 -0.2
H 1.017 -0.097 -3.837 0.0 -0.1 -0.4
H 1.541 1.247 -4.905 -0.4 0.1 0.2
H 4.348 -1.084 -5.825 0.1 0.0 -0.5
H 4.542 -0.215 -4.391 0.1 0.8 0.3
H 5.269 1.094 -6.417 0.1 0.4 0.0
H 3.894 1.879 -5.597 -0.4 0.7 -0.6
H 2.698 0.187 -7.377 -0.2 0.2 0.2
H 4.059 2.686 -8.318 1.0 -0.5 0.1
H 2.640 2.683 -7.587 -1.6 -0.1 -0.7
H 3.733 1.093 -10.169 0.7 0.2 0.4
H 2.799 2.607 -10.251 0.1 0.3 -0.3
H 0.525 -0.110 -11.060 0.3 -0.4 0.4
H 2.323 -0.160 -11.420 -0.1 -0.4 -0.5
H 1.301 1.301 -11.657 0.1 0.0 -1.0
C 7.427 0.533 0.104 0.8 -0.5 1.7
O 8.460 1.351 0.728 -0.7 -0.4 -1.5
C 8.243 1.656 2.096 -0.3 0.1 -0.5
C 6.891 2.284 2.412 0.7 0.8 0.8
N 6.700 3.607 1.683 -0.7 -2.3 1.3
C 5.315 3.687 1.264 -0.5 0.6 -0.1
C 4.242 3.975 2.319 0.5 -0.2 0.1
O 4.502 5.222 2.984 -0.1 -1.4 0.5
C 3.980 6.298 2.286 -0.3 0.7 -0.7
H 7.600 0.209 -0.922 0.4 1.3 -0.3
H 6.431 0.937 0.285 0.1 0.1 -0.4
H 7.475 -0.455 0.562 -0.3 -0.2 0.7
H 9.012 2.382 2.359 0.1 0.0 -0.1
H 8.413 0.763 2.697 -0.2 -0.2 0.2
H 6.858 2.413 3.494 0.5 0.5 0.4
H 6.080 1.556 2.409 -0.4 0.1 -1.3
H 6.744 4.329 2.388 0.6 0.2 0.2
H 5.018 2.760 0.773 0.1 0.2 -0.5
H 5.305 4.556 0.606 -0.5 -0.3 -0.6
H 4.094 3.195 3.067 0.7 0.0 0.4
H 3.290 3.893 1.796 -0.4 0.9 -0.2
H 3.980 7.213 2.879 0.0 -0.2 0.4
H 2.966 6.054 1.969 -0.2 0.3 -0.1
H 4.583 6.530 1.408 0.0 0.0 -0.3
C -4.219 -2.708 2.063 -2.8 -1.4 -1.3
O -3.272 -1.791 1.788 2.6 0.1 -1.0
C -1.917 -2.279 1.735 0.7 2.8 1.2
C -1.096 -1.033 1.282 1.5 -0.4 1.0
N -1.121 0.184 2.152 0.0 -1.6 -0.9
C -0.246 1.270 1.689 -1.5 0.6 -1.1
C -0.642 1.824 0.271 1.6 1.2 0.1
O 0.080 3.097 -0.034 -1.7 0.2 1.4
C 1.410 3.075 -0.410 1.8 -1.8 -1.0
H -4.215 -3.595 1.430 0.8 -0.5 0.0
H -5.092 -2.246 1.602 -0.8 0.0 0.9
H -4.375 -3.063 3.082 0.2 0.4 0.4
H -1.553 -3.090 1.105 -1.2 -0.3 -0.6
H -1.727 -2.595 2.761 0.6 0.1 0.2
H -1.263 -0.874 0.216 -0.7 0.3 -0.1
H -0.038 -1.295 1.293 0.2 -0.6 0.0
H -2.093 0.457 2.176 0.0 0.7 0.2
H 0.823 1.060 1.707 -0.1 -0.4 0.3
H -0.471 2.105 2.354 0.4 0.1 0.2
H -1.689 2.126 0.294 0.0 -0.1 -0.1
H -0.437 1.201 -0.600 -0.1 -0.5 0.2
H 2.043 2.370 0.129 -0.2 -0.2 0.8
H 1.991 3.997 -0.376 -1.0 0.6 0.2
H 1.551 2.666 -1.411 -0.3 0.3 -0.6
N -0.983 4.093 -4.535 0.5 1.8 -3.2
C -1.022 3.439 -3.410 -1.3 2.0 1.8
N -1.192 4.168 -2.340 -0.4 3.2 1.4
O -1.105 2.279 -3.365 0.7 -7.3 -0.1
H -1.429 4.999 -4.510 0.2 -0.2 -0.9
H -1.053 3.457 -5.316 -0.2 0.7 -0.3
H -1.093 3.853 -1.386 0.3 -0.1 -0.2
H -1.285 5.142 -2.591 0.3 0.1 1.3
N 5.590 3.755 -3.910 2.7 -1.2 -1.0
C 4.319 3.781 -3.569 -0.3 -0.7 2.1
N 3.807 4.980 -3.609 -1.4 3.1 -0.6
O 3.692 2.882 -3.051 -0.4 -2.1 -0.2
H 6.092 4.601 -4.138 0.0 -0.6 -0.1
H 6.061 2.863 -3.857 0.1 0.4 0.0
H 4.478 5.733 -3.657 -0.9 0.3 0.1
H 2.921 5.036 -3.128 0.2 0.6 0.0
N -3.437 0.976 4.659 1.6 -0.7 4.9
C -4.268 1.478 3.783 -2.0 3.1 2.3
N -4.021 0.841 2.699 -0.1 -1.7 -6.2
O -5.079 2.398 3.930 0.8 -0.3 0.3
H -2.742 0.287 4.408 -0.1 0.4 -0.1
H -3.527 1.186 5.642 -0.1 0.0 -0.1
H -4.128 -0.163 2.735 0.4 0.2 -0.7
H -4.177 1.377 1.858 -0.7 -0.6 -0.5
N -0.464 5.931 1.378 -2.9 -4.7 0.5
C 0.421 6.658 0.835 0.3 -1.3 -2.5
N 0.618 7.651 1.587 3.0 7.3 2.7
O 0.902 6.484 -0.260 0.9 -0.2 -2.0
H -0.760 6.196 2.306 -0.7 -1.2 -0.6
H -0.531 5.117 0.784 -1.1 -1.2 1.2
H 0.382 7.653 2.569 -0.1 0.6 -0.6
H 0.675 8.473 1.004 0.6 0.6 1.1
N -2.233 -0.301 -3.245 3.9 0.0 3.9
C -3.226 -0.525 -4.041 -0.9 -3.9 0.8
N -3.417 0.429 -4.849 -1.0 4.6 -3.4
O -3.872 -1.546 -4.072 -1.2 -2.1 0.2
H -1.902 -1.008 -2.604 -0.5 0.0 -0.3
H -1.699 0.555 -3.236 -0.1 0.0 -0.1
H -4.091 0.295 -5.589 0.3 0.6 0.2
H -2.855 1.227 -4.590 -0.5 0.6 -1.3
```
Positions in Å, forces in eV/Å.

Computed properties:
Total charge: 0
Gap between HOMO and LUMO, eV: 8.5
Lowest unoccupied orbital energy, eV: 0.29
SMILES: COC[C@H](C)N.COCCNCCOC.COCCNCCOC.COCCNCCOC.COCCNCCOC.COCCNCCOC.COCCNCCOC.NC(N)=O.NC(N)=O.NC(N)=O.NC(N)=O.NC(N)=O
HOMO, eV: -8.24

Atom charges from the Mulliken analysis, given in e for atoms 1 to 2:
1. C -0.77
2. O -0.42

[2]
Formula: C45H123N9O12
Source: the Open Molecules 2025 dataset
Level of theory: ωB97M-V with the def2-TZVPD basis set

Geometry as XYZ:
```
189
Properties=species:S:1:pos:R:3:forces:R:3
C -1.615 3.266 -1.632 0.3 -0.5 -0.5
O -2.625 3.646 -2.512 -1.0 0.7 -0.1
C -3.607 4.470 -1.884 0.6 1.5 -0.2
C -3.007 5.797 -1.292 -1.5 0.3 -0.9
C -4.164 6.729 -0.752 1.3 -1.2 0.6
N -2.399 6.604 -2.317 0.4 0.6 -0.8
H -2.130 2.864 -0.759 0.8 -0.2 0.5
H -0.887 4.056 -1.449 -0.2 0.4 0.6
H -1.016 2.539 -2.178 -0.2 -0.5 0.3
H -4.257 4.774 -2.705 -0.2 0.0 0.0
H -4.236 4.011 -1.121 0.2 -0.8 0.2
H -2.244 5.607 -0.536 -0.3 -0.1 0.3
H -3.738 7.705 -0.520 0.1 -0.1 0.2
H -4.526 6.243 0.155 -0.5 0.4 0.1
H -4.968 6.925 -1.461 0.0 -0.5 -0.1
H -3.157 6.952 -2.886 0.0 0.3 -0.2
H -1.801 6.120 -2.971 0.2 -0.5 0.2
C -8.404 -3.480 -1.838 -0.3 0.6 0.0
O -7.460 -2.565 -1.375 1.3 0.8 0.5
C -6.464 -2.139 -2.348 -1.4 -0.9 0.8
C -5.434 -1.210 -1.735 0.6 0.4 0.0
C -4.679 -0.440 -2.812 0.2 0.3 -0.7
N -4.549 -2.014 -0.891 0.2 -0.1 -0.3
H -8.045 -4.459 -2.158 0.6 0.0 -0.2
H -8.912 -2.970 -2.656 -0.6 -0.5 -0.3
H -9.079 -3.673 -1.004 -0.2 0.2 -0.1
H -6.024 -3.091 -2.643 0.7 0.2 -0.4
H -6.976 -1.704 -3.207 -0.1 0.3 -0.1
H -5.826 -0.462 -1.045 -1.1 0.2 -0.4
H -4.332 -1.071 -3.631 0.3 -0.2 0.2
H -3.846 0.153 -2.434 0.3 -0.5 0.4
H -5.227 0.353 -3.321 -0.8 -0.2 0.1
H -5.088 -2.126 -0.045 0.0 -1.0 0.4
H -3.803 -1.425 -0.550 0.4 0.2 -0.3
C 2.880 3.536 -0.710 -0.6 -0.1 -0.9
O 3.308 3.161 0.563 1.6 0.6 -0.3
C 4.500 3.847 0.944 0.7 0.0 0.0
C 5.769 3.446 0.120 0.3 -2.1 -0.1
C 5.844 1.921 -0.070 -0.6 0.6 0.0
N 7.031 3.807 0.755 -1.1 0.9 1.0
H 3.577 3.359 -1.529 0.4 -0.5 0.1
H 2.697 4.607 -0.800 -0.5 0.2 0.4
H 1.990 2.935 -0.896 -0.2 0.3 -0.2
H 4.389 4.926 0.835 -0.4 0.3 -0.2
H 4.579 3.692 2.020 0.5 -0.4 0.0
H 5.772 3.928 -0.857 -0.7 0.0 -0.3
H 6.731 1.612 -0.623 -0.1 0.2 -0.4
H 4.922 1.621 -0.568 0.2 -0.6 0.0
H 5.957 1.445 0.904 -0.3 0.0 0.1
H 7.809 3.569 0.157 0.0 0.2 -0.1
H 6.914 4.808 0.825 1.2 0.4 0.3
C -2.484 5.065 2.310 -0.2 -0.1 0.4
O -1.504 4.384 3.079 1.0 0.9 -0.8
C -0.488 3.764 2.236 -0.9 -1.5 1.2
C 0.610 3.123 3.138 0.4 2.4 -0.6
C 1.594 4.207 3.693 -1.5 0.6 0.9
N 1.436 2.275 2.341 -0.6 -1.8 -0.7
H -2.989 4.337 1.676 -0.1 0.1 -0.4
H -2.128 5.929 1.749 0.6 -0.2 -0.4
H -3.241 5.538 2.936 0.1 -0.5 0.6
H -1.008 2.930 1.765 0.0 -0.3 -0.2
H -0.093 4.317 1.383 0.1 1.0 0.4
H 0.050 2.531 3.862 0.3 0.2 0.5
H 2.025 4.808 2.893 0.0 -0.3 -0.4
H 2.416 3.857 4.318 -0.1 -0.5 -0.1
H 1.058 4.934 4.303 -0.1 0.1 0.2
H 2.168 1.956 2.959 0.0 -0.1 -0.1
H 1.914 2.792 1.618 -0.1 0.1 0.1
C 2.958 -3.647 -1.795 2.0 -0.1 0.1
O 1.614 -3.404 -1.692 -0.9 -0.2 0.8
C 0.806 -4.227 -2.480 0.0 -0.9 -1.0
C -0.610 -4.209 -2.044 -1.6 0.6 -0.5
C -0.823 -4.571 -0.573 -0.3 0.1 0.0
N -1.467 -5.060 -2.933 0.9 -0.5 1.6
H 3.273 -4.670 -1.997 -0.6 -0.4 -0.4
H 3.458 -3.474 -0.842 -0.2 0.5 0.0
H 3.432 -3.018 -2.549 0.1 0.2 -0.2
H 0.881 -3.919 -3.522 -0.1 0.1 -0.3
H 1.066 -5.286 -2.480 0.8 -0.2 0.3
H -0.987 -3.211 -2.266 0.1 0.7 0.8
H -1.854 -4.376 -0.276 -0.2 0.1 -0.1
H -0.209 -3.995 0.119 0.2 0.1 -0.2
H -0.669 -5.627 -0.351 0.2 -0.2 -0.3
H -2.371 -4.953 -2.495 -0.4 -0.2 -0.4
H -1.488 -4.703 -3.877 0.1 0.3 -0.1
C -5.595 1.876 2.383 -0.4 -1.1 1.3
O -5.398 0.506 2.760 -0.1 -0.4 -0.9
C -4.278 -0.161 2.161 -0.1 -0.9 1.4
C -4.294 -1.683 2.576 1.0 0.7 -0.4
C -2.998 -2.383 2.225 0.9 0.1 1.1
N -5.340 -2.407 1.911 -1.2 0.4 -0.2
H -4.808 2.470 2.848 0.4 0.3 -0.7
H -6.499 2.152 2.925 -0.1 0.1 -0.1
H -5.803 2.004 1.321 0.5 0.1 -0.1
H -4.259 -0.157 1.071 -0.3 0.4 -0.2
H -3.380 0.341 2.522 0.4 -0.2 -0.1
H -4.489 -1.867 3.633 0.5 1.0 0.5
H -2.594 -2.238 1.223 -0.3 0.2 0.1
H -3.066 -3.458 2.393 -0.4 -0.1 -0.1
H -2.279 -2.063 2.979 0.6 0.2 -0.3
H -6.119 -1.768 1.971 -0.8 -0.2 -0.1
H -5.540 -3.144 2.572 -0.5 -0.5 -0.4
C -1.413 0.967 -4.947 -0.4 0.0 -0.6
O -2.209 -0.221 -5.253 2.4 -0.1 0.6
C -1.420 -1.410 -4.920 -0.7 -0.6 0.4
C -1.906 -2.625 -5.730 -1.5 1.1 -1.0
C -3.393 -2.978 -5.494 0.3 1.1 0.2
N -1.069 -3.787 -5.632 1.0 -0.3 0.4
H -2.007 1.878 -5.030 -0.7 -0.4 0.6
H -0.633 1.216 -5.666 0.3 -0.9 -0.5
H -0.894 0.910 -3.990 -0.4 -0.1 0.3
H -0.339 -1.331 -5.031 0.2 0.7 -0.8
H -1.458 -1.649 -3.857 -0.7 0.2 0.4
H -1.824 -2.278 -6.760 -0.4 0.4 -0.3
H -3.670 -3.112 -4.448 0.4 -0.7 0.1
H -3.725 -3.796 -6.132 0.0 -0.1 0.2
H -3.973 -2.085 -5.729 -0.1 0.0 -0.5
H -0.158 -3.513 -5.970 0.5 0.0 0.2
H -1.347 -4.454 -6.338 -0.4 -0.3 0.0
C 1.872 0.562 -2.829 -0.5 0.2 -0.1
O 2.017 1.294 -4.040 0.5 -0.3 -0.4
C 2.558 0.539 -5.144 -0.8 -0.3 0.3
C 4.019 0.078 -4.976 0.2 1.4 -0.9
C 4.983 1.252 -4.913 -0.2 0.9 1.8
N 4.466 -0.600 -6.174 -0.8 -1.9 -0.9
H 1.093 1.041 -2.236 0.3 0.5 0.1
H 2.801 0.513 -2.261 0.1 -0.1 0.1
H 1.439 -0.433 -2.930 0.4 -0.5 -0.6
H 1.869 -0.289 -5.310 0.3 -0.8 0.3
H 2.374 1.085 -6.069 0.5 0.8 0.2
H 4.005 -0.553 -4.087 0.6 -0.2 -0.1
H 6.009 0.935 -4.725 0.0 -0.2 -0.2
H 4.760 1.926 -4.086 -0.1 0.3 0.1
H 4.941 1.826 -5.839 0.0 0.0 0.0
H 4.423 -0.001 -6.986 -0.3 0.2 0.0
H 5.433 -0.894 -6.158 0.0 -0.1 0.5
C 3.869 0.332 3.222 -1.0 -0.4 -0.3
O 3.471 1.459 4.026 1.5 -0.8 -0.6
C 3.755 1.282 5.377 -0.2 -0.8 1.9
C 5.168 1.574 5.879 0.4 1.1 1.3
C 5.349 1.204 7.423 -0.9 -0.1 -2.0
N 5.382 3.008 5.711 -0.4 0.5 -0.5
H 3.030 -0.353 3.101 -0.5 0.1 0.1
H 4.604 -0.344 3.659 0.7 0.7 0.1
H 4.079 0.668 2.206 0.5 0.1 0.2
H 3.010 1.859 5.925 0.2 0.4 0.1
H 3.576 0.260 5.712 -0.3 -0.5 -0.3
H 5.892 1.057 5.249 0.1 -0.7 0.2
H 6.338 1.498 7.776 0.0 -0.3 -0.1
H 5.124 0.140 7.490 0.6 -0.2 0.4
H 4.597 1.694 8.042 0.0 0.3 -0.2
H 6.344 3.316 5.727 0.3 -0.4 0.4
H 5.122 3.168 4.749 -0.3 0.5 -0.3
C 0.633 -1.295 4.922 -0.9 0.2 -0.1
C -0.072 -2.582 5.409 0.8 0.7 -2.1
C 0.167 -3.720 4.423 0.0 -0.3 0.2
O 0.406 -2.942 6.640 0.9 -1.0 1.9
H 0.324 -0.534 5.639 0.2 0.5 -0.2
H 0.298 -1.008 3.925 -0.4 0.1 0.0
H 1.719 -1.273 4.824 0.1 -0.7 0.5
H -1.137 -2.381 5.527 -0.3 0.1 -0.5
H -0.374 -4.617 4.725 -0.3 0.1 -0.2
H 1.206 -4.046 4.375 0.3 0.4 0.4
H -0.076 -3.409 3.406 -0.4 -0.1 0.0
H 0.243 -2.238 7.272 0.0 0.1 0.0
C 2.919 -3.742 1.642 -1.6 0.4 0.2
C 2.603 -5.135 2.144 -0.9 -0.7 -2.1
C 2.576 -6.163 1.021 -1.1 0.8 -0.3
O 3.609 -5.462 2.974 2.6 -0.8 2.6
H 2.286 -3.426 0.814 -0.1 -0.3 -0.1
H 3.954 -3.624 1.319 0.0 -0.1 0.5
H 2.599 -3.093 2.458 0.7 0.5 0.1
H 1.682 -5.274 2.710 -0.6 0.9 -0.3
H 2.110 -7.109 1.295 0.4 -0.2 0.3
H 3.596 -6.279 0.653 -0.2 -0.1 -0.4
H 1.857 -5.732 0.325 0.4 -0.2 -0.8
H 3.482 -6.390 3.181 0.4 -0.1 0.4
C 0.833 -1.020 0.609 0.5 -0.4 -0.9
C -0.196 0.046 0.275 -0.9 -0.4 0.2
C -1.292 -0.500 -0.715 0.6 1.1 0.8
O -0.813 0.485 1.489 -0.9 -0.6 -0.5
H 1.667 -0.786 1.271 -0.4 0.7 0.3
H 1.344 -1.327 -0.303 -0.1 -0.2 -0.3
H 0.348 -1.912 1.006 -0.2 0.0 0.0
H 0.234 0.956 -0.144 0.4 -0.1 -0.5
H -0.882 -0.682 -1.708 0.2 -0.4 0.1
H -2.038 0.276 -0.886 -0.1 0.2 0.2
H -1.818 -1.370 -0.322 0.4 -0.1 -0.1
H -0.078 0.851 1.985 0.5 0.5 0.4
```
Positions in Å, forces in eV/Å.

Computed properties:
Total charge: 0
Gap between HOMO and LUMO, eV: 9.0
Lowest unoccupied orbital energy, eV: 0.44
SMILES: COC[C@H](C)N.COC[C@H](C)N.COC[C@H](C)N.COC[C@H](C)N.COC[C@H](C)N.COC[C@H](C)N.COC[C@H](C)N.COC[C@H](C)N.COC[C@H](C)N.CC(C)O.CC(C)O.CC(C)O
ΔE to the lowest compared entry with this formula, charge and spin, kJ/mol: 369.3
HOMO, eV: -8.52

Atom charges from the Mulliken analysis, given in e for atoms 1 to 2:
1. C 0.05
2. O -0.41